[1]
The following is a quantum chemistry calculation of the molecule C5H5N at a distorted geometry, from OMol25.

Structure (XYZ):
```
11
Properties=species:S:1:pos:R:3:forces:R:3
C 1.66440 -1.32274 1.07967 0.0462 -0.0187 0.0475
C 0.47289 -0.82512 0.39484 -0.3294 0.3847 -0.1516
C -0.43957 -0.23791 -0.12439 0.4498 -0.1270 0.2254
C -1.36198 0.72456 -0.73838 -0.0487 0.0516 0.0260
C -0.86547 1.15817 -2.05387 0.3290 0.3211 -0.9179
N -0.44901 1.51853 -3.06968 -0.4441 -0.3505 0.9432
H 1.61210 -2.38210 1.34145 -0.0741 0.1212 -0.0929
H 1.79321 -0.74381 1.99986 0.0670 -0.1542 -0.0865
H 2.54468 -1.15909 0.44887 -0.1352 -0.0807 0.1105
H -2.39093 0.36039 -0.83615 0.2296 -0.0611 -0.0129
H -1.39754 1.61328 -0.09741 -0.0901 -0.0863 -0.0908
```
Positions in Å, forces in eV/Å.

Summary:
lowest unoccupied orbital energy: 0.750 eV
HOMO energy: -10.1 eV
energy relative to the best compared isomer or geometry (same formula, charge and spin): 2.011 eV
SMILES: CC#CCC#N
charge: 0

These are the natural (NBO) partial charges, in e, on atoms 1 to 5: -0.687, 0.057, -0.050, -0.559, 0.293

[2]
The following is a quantum chemistry calculation of the molecule C5H5N at a distorted geometry, from OMol25.

Structure (XYZ):
```
11
Properties=species:S:1:pos:R:3:forces:R:3
C -1.16519 -0.40099 -0.10884 -2.1418 -0.5410 1.7264
C -0.07316 -1.23421 -0.12506 2.9802 -0.8739 1.6897
C 1.29120 -0.71838 -0.03246 -0.7027 -4.3775 0.6792
N 1.58769 0.54561 -0.05344 0.3381 0.1028 0.1389
C 0.54374 1.31774 -0.01585 -4.2906 4.7598 -1.1075
C -0.92460 1.00570 0.04739 0.8484 0.5315 -1.4243
H -2.14245 -1.11391 0.09149 1.8671 2.8458 -0.8550
H -0.21733 -2.30908 0.20372 0.2545 1.2425 -1.1635
H 2.15886 -1.49285 0.20420 -1.8423 1.7053 -0.8781
H 0.73084 2.47279 -0.20429 -0.1515 -2.3882 0.8341
H -1.78960 1.92757 -0.00686 2.8407 -3.0071 0.3601
```
Positions in Å, forces in eV/Å.

Summary:
lowest unoccupied orbital energy: 0.813 eV
HOMO energy: -9.2 eV
energy relative to the best compared isomer or geometry (same formula, charge and spin): 2.201 eV
SMILES: c1ccncc1
charge: 0

These are the natural (NBO) partial charges, in e, on atoms 1 to 5: -0.202, -0.287, 0.067, -0.444, 0.054